1.
Below is an isolated molecule of C6H10O, with properties calculated with ωB97M-V/def2-TZVPD.

ORCA input file:
```
! wB97M-V def2-TZVPD RIJCOSX def2/J DEFGRID3
* xyz 0 1
C -2.36 -1.15 2.05
C -1.33 -0.17 1.61
C -0.93 -0.06 0.35
C 0.14 0.81 -0.15
C 1.06 0.38 -0.99
O 1.04 -0.94 -1.42
C 2.21 1.21 -1.50
H -3.01 -1.49 1.24
H -1.89 -2.06 2.43
H -3.00 -0.76 2.84
H -0.87 0.51 2.34
H -1.43 -0.72 -0.36
H 0.13 1.86 0.12
H 1.86 -1.37 -1.13
H 2.18 1.24 -2.59
H 3.15 0.77 -1.15
H 2.12 2.20 -1.09
*
```

Kohn-Sham gap: 9.23 eV
calculated total energy: -8430.4423 eV
relative energy (zero: lowest compared OMol25 entry of this formula, charge and spin): 77.0 kJ/mol
structure (SMILES): C/C=C/C=C(/C)O
lowest unoccupied orbital energy: 0.032 hartree

Atomic partial charges in e from the Mulliken method, atoms 1 to 6:
1. C -1.14
2. C 0.06
3. C -0.36
4. C -0.66
5. C 0.61
6. O -0.51



2.
Below is an isolated molecule of C6H10O in a non-equilibrium geometry, with properties calculated with ωB97M-V/def2-TZVPD.

ORCA input file:
```
! wB97M-V def2-TZVPD RIJCOSX def2/J DEFGRID3
* xyz 0 1
C -2.15 -0.69 0.07
C -0.40 -0.30 -0.21
O -0.45 -0.72 1.19
C -0.01 1.21 -0.30
C 1.46 1.25 0.11
C 2.02 0.06 -0.07
C 1.01 -0.95 -0.64
H -2.63 -0.73 1.11
H -2.30 -1.68 -0.33
H -2.64 0.12 -0.44
H -0.53 0.06 1.73
H -0.10 1.65 -1.31
H -0.67 1.78 0.35
H 1.97 2.14 0.47
H 3.07 -0.17 0.13
H 1.11 -1.93 -0.17
H 1.22 -1.07 -1.71
*
```

Kohn-Sham gap: 9.29 eV
calculated total energy: -8427.4366 eV
relative energy (zero: lowest compared OMol25 entry of this formula, charge and spin): 367.0 kJ/mol
structure (SMILES): CC1(O)CC=CC1
lowest unoccupied orbital energy: 0.036 hartree

Atomic partial charges in e from the Mulliken method, atoms 1 to 6:
1. C -0.91
2. C 0.38
3. O -0.53
4. C -0.93
5. C -0.42
6. C -0.29



3.
Below is an isolated molecule of C6H10O, with properties calculated with ωB97M-V/def2-TZVPD.

ORCA input file:
```
! wB97M-V def2-TZVPD RIJCOSX def2/J DEFGRID3
* xyz 0 1
C 2.12 -0.33 -0.32
C 0.76 -0.03 0.33
C 0.00 1.16 -0.28
C -1.46 0.98 0.11
O -1.99 -0.20 -0.46
C -1.35 -1.34 0.09
C 0.05 -1.33 0.48
H 2.57 -1.20 0.18
H 2.77 0.54 -0.22
H 1.98 -0.55 -1.38
H 0.97 0.18 1.39
H 0.39 2.11 0.11
H 0.10 1.19 -1.38
H -2.10 1.80 -0.23
H -1.45 -2.18 -0.62
H -1.86 -1.71 1.00
H -1.50 0.92 1.20
*
```

Kohn-Sham gap: 8.56 eV
calculated total energy: -8427.8457 eV
relative energy (zero: lowest compared OMol25 entry of this formula, charge and spin): 327.5 kJ/mol
lowest unoccupied orbital energy: 0.006 hartree

Atomic partial charges in e from the Mulliken method, atoms 1 to 6:
1. C -1.51
2. C 0.81
3. C -0.64
4. C -0.54
5. O -0.40
6. C -0.31



4.
Below is C6H10O as an isolated structure, with properties calculated with ωB97M-V/def2-TZVPD.

ORCA input file:
```
! wB97M-V def2-TZVPD RIJCOSX def2/J DEFGRID3
* xyz 0 1
C -1.99 -0.15 0.41
C -0.59 0.27 0.76
O -0.15 -1.67 1.05
C 0.73 -1.84 0.14
C 1.04 -0.68 -0.67
C 0.44 0.48 -0.19
C 1.03 1.85 -0.40
H -2.57 0.77 0.25
H -2.02 -0.73 -0.52
H -2.47 -0.72 1.21
H -0.57 0.94 1.63
H 1.42 -2.69 0.15
H 1.89 -0.71 -1.36
H 0.27 -1.78 -1.13
H 0.37 2.50 -0.98
H 1.19 2.34 0.57
H 1.99 1.81 -0.92
*
```

Kohn-Sham gap: 8.14 eV
calculated total energy: -8427.3827 eV
relative energy (zero: lowest compared OMol25 entry of this formula, charge and spin): 372.2 kJ/mol
lowest unoccupied orbital energy: 0.029 hartree

Atomic partial charges in e from the Mulliken method, atoms 1 to 6:
1. C -1.07
2. C -0.02
3. O -0.56
4. C -0.17
5. C -0.73
6. C 0.65



5.
Below is an isolated molecule of C6H10O, with properties calculated with ωB97M-V/def2-TZVPD.

ORCA input file:
```
! wB97M-V def2-TZVPD RIJCOSX def2/J DEFGRID3
* xyz 0 1
C -1.06 -0.43 1.85
C -0.53 -0.16 0.48
C -0.95 0.85 -0.30
C 0.01 1.17 -1.41
C 0.86 -0.12 -1.49
C 0.67 -0.87 -0.14
O 1.85 -0.84 0.67
H -0.47 0.13 2.60
H -1.04 -1.49 2.14
H -2.09 -0.07 1.93
H -1.85 1.43 -0.08
H 0.61 2.04 -1.09
H -0.45 1.45 -2.36
H 0.45 -0.73 -2.30
H 1.93 0.05 -1.70
H 0.43 -1.93 -0.34
H 1.62 -0.48 1.53
*
```

Kohn-Sham gap: 10.07 eV
calculated total energy: -8430.9843 eV
relative energy (zero: lowest compared OMol25 entry of this formula, charge and spin): 24.7 kJ/mol
structure (SMILES): CC1=CCC[C@H]1O
lowest unoccupied orbital energy: 0.034 hartree

Atomic partial charges in e from the Mulliken method, atoms 1 to 6:
1. C -1.47
2. C 0.28
3. C -0.46
4. C -0.65
5. C -0.71
6. C 0.41



6.
Below is an isolated molecule of C6H10O, with properties calculated with ωB97M-V/def2-TZVPD.

ORCA input file:
```
! wB97M-V def2-TZVPD RIJCOSX def2/J DEFGRID3
* xyz 0 1
C -2.33 -0.45 0.04
C -1.17 -0.45 -0.88
C 0.22 1.35 0.44
C 0.98 0.10 0.05
C 2.33 0.19 -0.53
O 2.13 -0.22 0.82
C 0.04 -1.08 -0.26
H -2.14 -0.62 1.11
H -3.02 0.38 -0.12
H -2.85 -1.35 -0.35
H -0.54 1.52 -0.33
H 0.85 2.23 0.50
H -0.28 1.20 1.40
H 2.69 -0.58 -1.21
H 2.79 1.17 -0.65
H -0.13 -1.62 0.68
H 0.53 -1.75 -0.98
*
```

Kohn-Sham gap: 8.61 eV
calculated total energy: -8426.8590 eV
relative energy (zero: lowest compared OMol25 entry of this formula, charge and spin): 422.7 kJ/mol
lowest unoccupied orbital energy: 0.008 hartree

Atomic partial charges in e from the Mulliken method, atoms 1 to 6:
1. C -0.95
2. C -0.41
3. C -1.45
4. C 1.17
5. C -0.65
6. O -0.51



7.
Below is an isolated molecule of C6H10O, with properties calculated with ωB97M-V/def2-TZVPD.

ORCA input file:
```
! wB97M-V def2-TZVPD RIJCOSX def2/J DEFGRID3
* xyz 0 1
C 1.73 -0.56 -0.31
C 0.78 0.33 0.48
C 0.08 1.46 -0.34
C -1.27 0.80 -0.07
O -1.60 -0.23 -1.02
C -1.22 -1.26 -0.08
C -0.62 -0.23 0.87
H 2.07 -1.42 0.29
H 2.61 0.01 -0.62
H 1.25 -0.94 -1.22
H 1.29 0.73 1.36
H 0.18 2.45 0.12
H 0.35 1.53 -1.40
H -2.14 1.42 0.18
H -0.56 -2.00 -0.53
H -2.11 -1.76 0.33
H -0.84 -0.33 1.94
*
```

Kohn-Sham gap: 10.52 eV
calculated total energy: -8429.7780 eV
relative energy (zero: lowest compared OMol25 entry of this formula, charge and spin): 141.1 kJ/mol
structure (SMILES): C[C@H]1C[C@H]2OC[C@@H]12
lowest unoccupied orbital energy: 0.040 hartree

Atomic partial charges in e from the Mulliken method, atoms 1 to 6:
1. C -1.61
2. C 0.23
3. C -0.94
4. C 0.10
5. O -0.45
6. C -0.56



8.
Below is C6H10O as an isolated structure in a non-equilibrium geometry, with properties calculated with ωB97M-V/def2-TZVPD.

ORCA input file:
```
! wB97M-V def2-TZVPD RIJCOSX def2/J DEFGRID3
* xyz 0 1
C -0.26 2.05 0.58
C 0.36 1.06 1.53
C 0.59 0.95 0.05
C -0.04 -0.15 -0.73
C 0.54 -1.53 -0.61
C -1.19 -1.82 -0.68
O -1.35 -0.49 -0.24
H -1.34 1.97 0.42
H 0.13 3.06 0.54
H 1.18 1.39 2.15
H -0.31 0.34 1.99
H 1.58 1.20 -0.33
H -0.11 0.08 -1.80
H 1.16 -1.97 -1.39
H 1.02 -1.71 0.39
H -1.37 -1.91 -1.75
H -0.58 -2.52 -0.12
*
```

Kohn-Sham gap: 9.77 eV
calculated total energy: -8426.9498 eV
relative energy (zero: lowest compared OMol25 entry of this formula, charge and spin): 414.0 kJ/mol
lowest unoccupied orbital energy: 0.043 hartree

Atomic partial charges in e from the Mulliken method, atoms 1 to 6:
1. C -0.64
2. C -0.62
3. C -0.30
4. C 0.13
5. C -0.78
6. C -0.61



9.
Below is an isolated molecule of C6H10O, with properties calculated with ωB97M-V/def2-TZVPD.

ORCA input file:
```
! wB97M-V def2-TZVPD RIJCOSX def2/J DEFGRID3
* xyz 0 1
C 2.30 1.44 -0.35
C 0.65 -1.02 -0.23
C -0.21 -1.63 0.58
C -1.54 -0.93 0.65
C -1.44 0.13 -0.47
C 0.06 0.25 -0.78
O 0.64 1.41 -0.09
H 2.61 1.09 0.66
H 2.40 2.53 -0.28
H 1.68 -1.29 -0.43
H 0.00 -2.53 1.15
H -1.70 -0.48 1.65
H -2.38 -1.61 0.50
H -1.94 -0.24 -1.37
H -1.88 1.09 -0.22
H 0.31 0.45 -1.82
H 0.44 1.33 0.85
*
```

Kohn-Sham gap: 8.04 eV
calculated total energy: -8427.0930 eV
relative energy (zero: lowest compared OMol25 entry of this formula, charge and spin): 400.2 kJ/mol
lowest unoccupied orbital energy: 0.023 hartree

Atomic partial charges in e from the Mulliken method, atoms 1 to 6:
1. C -0.83
2. C -0.63
3. C -0.26
4. C -0.59
5. C -0.80
6. C 0.08



10.
Below is an isolated molecule of C6H10O in a non-equilibrium geometry, with properties calculated with ωB97M-V/def2-TZVPD.

ORCA input file:
```
! wB97M-V def2-TZVPD RIJCOSX def2/J DEFGRID3
* xyz 0 1
O -1.16 -0.28 -2.21
C -0.49 -0.20 -0.99
C -0.69 1.10 -0.18
C 0.13 0.95 1.11
C 1.40 0.21 0.72
C 0.61 -1.85 0.44
C -0.36 -1.56 -0.40
H -1.67 0.55 -2.29
H 0.81 -0.09 -1.08
H -1.73 1.33 0.09
H -0.28 1.94 -0.76
H -0.45 0.36 1.83
H 0.32 1.95 1.55
H 2.15 0.90 0.28
H 1.87 -0.26 1.57
H 0.59 -2.75 1.08
H -1.06 -2.31 -0.77
*
```

Kohn-Sham gap (alpha / beta): 9.31 / 9.31 eV
calculated total energy: -8426.3377 eV
relative energy (zero: lowest compared OMol25 entry of this formula, charge and spin): 473.0 kJ/mol
lowest unoccupied orbital energy (alpha / beta): 0.027 / 0.027 hartree

Atomic partial charges in e from the Mulliken method, atoms 1 to 6:
1. O -0.55
2. C 0.36
3. C -0.75
4. C -0.34
5. C -1.06
6. C -0.48



11.
Below is an isolated molecule of C6H10O in a non-equilibrium geometry, with properties calculated with ωB97M-V/def2-TZVPD.

ORCA input file:
```
! wB97M-V def2-TZVPD RIJCOSX def2/J DEFGRID3
* xyz 0 1
C 2.13 0.34 0.22
O 0.98 -0.25 0.78
C 0.32 -1.08 -0.14
C -1.20 -0.97 -0.22
C -1.76 0.18 0.56
C -0.67 1.21 0.21
C -0.29 -0.35 -1.24
H 2.46 1.14 0.90
H 1.94 0.78 -0.78
H 2.91 -0.42 0.14
H 0.78 -2.06 -0.21
H -1.77 -1.89 -0.34
H -2.72 0.56 0.19
H -1.85 -0.05 1.63
H -0.81 1.95 -0.54
H -0.18 1.63 1.13
H -0.25 -0.72 -2.29
*
```

Kohn-Sham gap (alpha / beta): 8.74 / 8.74 eV
calculated total energy: -8425.9336 eV
relative energy (zero: lowest compared OMol25 entry of this formula, charge and spin): 512.0 kJ/mol
lowest unoccupied orbital energy (alpha / beta): 0.018 / 0.018 hartree

Atomic partial charges in e from the Mulliken method, atoms 1 to 6:
1. C -0.73
2. O -0.34
3. C -0.08
4. C -0.54
5. C -0.25
6. C -0.61



12.
Below is C6H10O as an isolated structure, with properties calculated with ωB97M-V/def2-TZVPD.

ORCA input file:
```
! wB97M-V def2-TZVPD RIJCOSX def2/J DEFGRID3
* xyz 0 1
C 1.42 0.46 -0.85
C 0.96 0.01 0.83
C 0.15 -1.29 0.87
C -0.86 -1.10 -0.27
C -0.56 0.35 -0.53
C -0.85 1.29 0.63
O 0.27 1.06 1.45
H 2.12 -0.37 -0.97
H 1.01 0.59 -1.88
H 1.95 1.38 -0.62
H 0.79 -2.16 0.74
H -0.32 -1.36 1.86
H -1.92 -1.29 -0.05
H -0.59 -1.72 -1.13
H -0.88 0.74 -1.51
H -1.83 1.06 1.11
H -0.86 2.34 0.33
*
```

Kohn-Sham gap (alpha / beta): 7.21 / 7.22 eV
calculated total energy: -8425.1778 eV
relative energy (zero: lowest compared OMol25 entry of this formula, charge and spin): 585.0 kJ/mol
lowest unoccupied orbital energy (alpha / beta): 0.017 / 0.017 hartree

Atomic partial charges in e from the Mulliken method, atoms 1 to 6:
1. C -1.01
2. C -0.17
3. C -0.60
4. C -0.71
5. C -0.14
6. C -0.65